Here is C17H20N2OS in the gas phase at a distorted geometry from the OMol25 dataset. Energies are from the ωB97M-V functional and the def2-TZVPD basis.

```
41
Properties=species:S:1:pos:R:3:nbo_charge:R:1
C -1.391 1.827 -5.123 -0.70
S -1.479 1.276 -3.315 0.36
C -0.526 1.996 -2.292 -0.24
C 0.465 2.798 -2.963 -0.31
C 1.227 3.658 -1.913 -0.10
C 1.287 3.267 -0.567 -0.35
C 0.412 2.329 -0.119 0.25
N 0.438 2.015 1.245 -0.61
C -0.894 1.441 2.003 -0.07
C -2.173 2.126 1.917 -0.63
C -1.057 -0.190 1.314 0.66
O -2.249 -0.781 1.472 -0.63
N 0.349 -0.718 0.818 -0.59
C 0.050 -1.944 0.583 -0.24
C 0.953 -3.012 1.208 0.03
C 0.353 -3.259 2.727 -0.22
C 1.092 -3.958 3.520 -0.21
C 2.431 -4.603 2.996 -0.18
C 2.931 -4.306 1.842 -0.20
C 2.065 -3.543 0.887 -0.23
C -0.705 1.632 -0.893 -0.33
H -1.552 3.002 -5.160 0.22
H -0.272 1.702 -5.584 0.21
H -1.993 1.379 -5.756 0.21
H 0.634 3.127 -3.893 0.22
H 1.989 4.514 -2.136 0.21
H 1.805 3.747 0.037 0.20
H 0.679 2.589 1.851 0.35
H -0.589 1.026 2.946 0.22
H -1.930 3.104 2.283 0.22
H -2.434 2.316 0.806 0.23
H -2.806 1.552 2.304 0.23
H 0.933 -0.120 0.848 0.40
H -0.950 -2.428 0.392 0.28
H 0.475 -2.266 -0.599 0.12
H -0.724 -2.835 2.952 0.23
H 0.977 -4.082 4.503 0.19
H 2.931 -5.290 3.574 0.20
H 3.721 -4.778 1.534 0.19
H 2.433 -3.298 0.045 0.19
H -1.438 0.980 -0.730 0.23
```

ΔE to the lowest compared entry with this formula, charge and spin: 1521.5 kJ/mol
HOMO: -0.2839 Ha
electronic energy: -33802.25307 eV
orbital gap: 8.38 eV
SMILES string: CSc1cccc(N[C@@H](C)C(=O)NCc2ccccc2)c1